# C9H14

A 2-piece molecular cluster, C9H14 overall (ωB97M-V/def2-TZVPD, OMol25).

```
23
Properties=species:S:1:pos:R:3:forces:R:3:nbo_charge:R:1
C -2.23924 0.42411 -0.12524 -0.849 1.642 0.165 -0.6467
C -1.13281 -0.09219 -0.98349 -0.259 -1.846 0.554 -0.0098
C -0.74899 -1.44098 -0.78876 0.680 -0.009 -0.145 -0.2152
C 0.43079 -1.91176 -1.34056 0.276 0.786 -0.178 -0.2028
C 1.23601 -1.07886 -2.14083 -0.153 -1.355 0.281 -0.2260
C 0.82981 0.20215 -2.39802 -0.094 0.411 0.179 -0.2067
C -0.33336 0.67249 -1.79130 -0.211 0.792 -0.734 -0.2206
H -2.72671 1.37096 -0.41605 0.740 -0.026 -0.496 0.2166
H -1.76912 0.67383 0.82601 -0.357 -0.262 0.242 0.2273
H -3.14382 -0.16251 0.02734 0.518 -0.867 0.054 0.2247
H -1.28050 -2.16034 -0.17130 -0.350 0.484 0.074 0.2115
H 0.80679 -2.89465 -1.09798 -0.216 -0.210 -0.100 0.2091
H 2.11947 -1.55891 -2.54788 0.137 0.504 -0.118 0.2128
H 1.39832 0.90070 -3.00245 0.041 -0.247 -0.078 0.2154
H -0.65471 1.67350 -2.04722 0.034 0.211 0.253 0.2080
C 0.29871 0.38063 2.61151 -1.270 1.676 -0.556 -0.6167
C 1.55536 0.88479 1.88391 0.061 -1.220 -0.054 -0.6174
H -0.51503 1.08814 2.35888 0.221 -0.127 -0.178 0.1906
H -0.18734 -0.57137 2.38753 0.857 -0.284 0.143 0.2134
H 0.36275 0.61518 3.67429 0.353 -0.755 0.179 0.2081
H 2.43538 0.31319 2.17482 0.239 0.407 0.756 0.2026
H 1.61033 1.94493 2.09735 0.578 0.111 0.012 0.2063
H 1.64792 0.72697 0.80946 -0.976 0.186 -0.254 0.2157
```
Forces are in eV/Å.

Properties
Charge   0
Multiplicity   1
Energy above the lowest of the compared OMol25 structures with the same formula, charge and spin   71.5 kJ/mol
HOMO energy   -9.05 eV
Gap between HOMO and LUMO   10.1 eV
LUMO energy   0.0390 Ha

***

# C10H18O16PbS2

C10H18O16PbS2 as an isolated structure (ωB97M-V/def2-TZVPD, OMol25).

```
47
Properties=species:S:1:pos:R:3:forces:R:3:nbo_charge:R:1
Pb 0.07123 -3.46211 1.66229 0.212 -1.027 1.357 1.0303
C 3.97695 -0.10207 3.20016 -1.396 -1.982 1.051 -0.2412
O 3.40735 -1.22849 3.80667 1.156 0.858 -0.734 -0.9219
H 3.53116 0.77331 3.67247 -0.484 1.057 -0.562 0.0912
H 5.03994 0.12788 3.27275 1.352 -0.444 0.733 0.0570
H 3.91127 -0.18065 2.11498 -0.656 0.658 -0.819 0.0942
C 4.26624 -6.37982 0.43415 -2.530 -1.005 0.549 -0.2465
O 2.94107 -6.79593 0.80241 2.080 1.102 -0.531 -0.9087
H 4.39749 -5.30139 0.34539 -0.024 0.527 -0.166 0.1076
H 5.07227 -6.70075 1.09402 0.297 -0.220 0.907 0.0857
H 4.56950 -6.84338 -0.50459 0.141 -0.042 -0.965 0.0774
S -3.69764 -7.89186 1.80976 3.309 -0.104 1.033 2.6159
O -2.66182 -8.26963 2.73673 3.400 -1.472 1.766 -1.0124
O -4.79339 -7.72082 2.66863 -6.241 -0.057 1.993 -1.0408
O -3.34194 -6.56850 1.35444 0.622 2.869 -2.707 -1.0359
O -3.77261 -8.90738 0.79727 -1.278 -1.258 -2.520 -1.1017
S -1.50862 -3.79475 6.46865 -0.472 -1.144 0.365 2.5734
O -2.17528 -2.99603 5.44149 -0.073 1.602 -0.380 -1.0209
O -2.49454 -4.64215 7.12275 -1.377 -0.574 1.012 -1.0344
O -0.60710 -4.70840 5.76802 1.708 -1.548 -2.346 -0.9219
O -0.68549 -3.13639 7.45847 0.270 2.170 1.046 -1.0780
C -3.31892 6.09992 -0.47325 -0.369 -0.596 2.250 -0.6828
C -4.01882 4.85541 0.19984 -1.712 3.520 -1.381 0.0759
C -4.99967 4.10288 -0.63196 -1.334 0.979 -2.543 -0.1145
O -4.56722 2.77964 -0.63552 -2.021 -0.001 -0.442 -0.4622
C -3.47186 2.69837 0.06034 2.138 -4.590 1.081 0.9532
O -2.98562 1.58491 0.26350 -0.251 4.020 -0.020 -0.5374
O -3.07778 3.94913 0.43663 3.244 -3.083 1.559 -0.4807
H -2.78647 6.47196 0.40207 0.755 0.082 -0.138 0.2177
H -3.96342 6.96268 -0.64172 -0.299 -0.404 -0.856 0.2066
H -2.58620 5.79816 -1.22168 -0.440 0.211 -0.252 0.2226
H -4.53317 5.20652 1.09441 0.296 -0.010 0.460 0.1638
H -4.93060 4.41854 -1.67296 -0.075 0.294 -0.208 0.1696
H -6.05028 4.23409 -0.37290 0.066 -0.398 0.445 0.1874
C 4.23221 3.41252 -4.98611 -2.108 0.936 0.635 -0.6336
C 2.89361 3.17888 -4.17184 1.426 0.505 -0.419 0.0529
C 1.62996 2.87458 -4.98603 0.198 0.580 0.249 -0.1402
O 1.45436 1.49567 -4.72525 -0.932 -0.500 -1.099 -0.4899
C 2.11168 1.18997 -3.59231 -1.305 -4.231 3.382 0.9522
O 1.86558 0.26672 -2.79779 0.549 2.824 -3.367 -0.5464
O 3.08884 2.03501 -3.40933 0.923 0.134 1.304 -0.4722
H 3.79716 4.07846 -5.73133 1.030 0.269 -0.603 0.1916
H 4.69328 2.52580 -5.42113 -0.542 -0.108 0.043 0.2275
H 4.98091 3.91945 -4.37737 -0.157 0.063 -0.036 0.2201
H 2.63115 3.96485 -3.46369 0.630 0.493 -0.200 0.1906
H 1.74426 3.24164 -6.00598 0.149 -1.121 -0.493 0.1805
H 0.72080 3.38333 -4.66557 0.123 0.168 0.565 0.1792
```
Forces are in eV/Å.

Properties
Charge   -4
Multiplicity   1
Energy above the lowest of the compared OMol25 structures with the same formula, charge and spin   35.9 kJ/mol
HOMO energy   3.89 eV
Gap between HOMO and LUMO   1.0 eV
LUMO energy   0.1809 Ha

***

# C22H33N11

A 11-piece molecular cluster, C22H33N11 overall (ωB97M-V/def2-TZVPD, OMol25).

```
66
Properties=species:S:1:pos:R:3:forces:R:3:nbo_charge:R:1
C -2.17167 4.03772 0.32440 0.306 -0.070 1.456 -0.7110
C -2.37780 3.78090 1.76554 -0.582 -0.116 -0.440 0.3099
N -2.54621 3.56465 2.87889 0.070 0.084 0.031 -0.3615
H -1.22872 4.58551 0.35413 -0.002 0.033 -0.827 0.2656
H -2.98714 4.62177 -0.09139 0.077 0.072 0.011 0.2600
H -2.08899 3.07481 -0.16963 0.133 0.136 -0.204 0.2380
C -3.54696 -0.98133 -5.17480 -0.179 -0.241 -0.540 -0.7357
C -2.43316 -0.63210 -4.30477 -0.258 -0.175 0.185 0.3431
N -1.55745 -0.39118 -3.60270 -0.023 0.087 -0.074 -0.4014
H -3.18179 -1.09785 -6.19592 0.036 0.138 0.010 0.2628
H -4.33656 -0.23258 -5.17443 0.177 0.165 0.121 0.2608
H -4.00716 -1.93264 -4.90919 0.210 -0.002 0.336 0.2744
C -1.22870 -3.78088 -0.46251 -0.163 0.864 0.148 -0.7261
C -2.50034 -3.79453 -1.18030 0.236 -0.170 0.119 0.2992
N -3.45751 -3.72375 -1.80719 -0.199 -0.029 -0.077 -0.3552
H -1.31930 -3.96393 0.60683 -0.198 -0.464 -0.112 0.2582
H -0.89415 -2.74198 -0.51124 0.354 -0.134 -0.193 0.2627
H -0.49280 -4.42809 -0.92943 -0.008 -0.032 0.082 0.2608
C -0.74119 -1.91256 4.01261 0.483 -0.346 0.003 -0.7389
C 0.23328 -2.96394 3.74687 0.738 -0.849 -0.693 0.3068
N 0.97482 -3.79090 3.42338 -0.596 0.744 0.417 -0.3693
H -0.43193 -1.02141 3.46663 -0.154 0.082 0.088 0.2754
H -0.74419 -1.72592 5.08573 -0.351 0.145 -0.054 0.2707
H -1.69002 -2.27704 3.62137 -0.186 0.253 0.272 0.2541
C 0.58376 -3.08264 -3.57851 0.950 0.207 -0.629 -0.7247
C 1.72055 -2.71992 -4.44284 -0.693 -0.259 -0.360 0.2833
N 2.58707 -2.50862 -5.16233 0.254 0.167 0.000 -0.3324
H -0.37043 -2.89699 -4.06418 0.077 0.248 -0.002 0.2509
H 0.73419 -2.46025 -2.69903 -0.497 -0.480 0.403 0.2721
H 0.68045 -4.15849 -3.43685 -0.104 0.072 0.590 0.2472
C 1.84972 1.99570 3.85210 -0.902 0.797 -0.660 -0.7239
C 2.34309 3.04359 2.94402 0.115 -0.033 0.272 0.2910
N 2.76386 3.85793 2.25017 -0.180 -0.191 0.006 -0.3454
H 0.76473 2.10387 3.92592 0.007 0.092 -0.042 0.2673
H 2.22769 2.15263 4.85815 0.422 -0.496 -0.109 0.2656
H 1.98475 1.03900 3.35247 0.431 -0.208 0.547 0.2464
C 3.09550 1.34642 -0.31526 0.579 -0.912 -0.283 -0.7163
C 4.18271 2.16777 -0.81113 0.781 0.602 -0.144 0.2784
N 5.09101 2.75277 -1.21059 -0.553 -0.246 0.190 -0.3091
H 3.27522 1.07262 0.72391 -0.331 0.513 0.163 0.2472
H 3.19291 0.39102 -0.83936 -0.378 0.078 -0.210 0.2578
H 2.12855 1.79307 -0.51531 -0.058 0.020 0.290 0.2396
C 3.18304 -2.10750 1.67401 -0.291 -0.015 -0.372 -0.7282
C 2.33153 -2.02176 0.47307 -0.183 -0.419 -0.023 0.3500
N 1.61879 -2.02212 -0.43395 0.460 0.267 0.526 -0.4168
H 3.58776 -3.11177 1.78774 -0.037 -0.023 -0.199 0.2754
H 2.55075 -1.93896 2.54300 0.126 0.190 0.037 0.2687
H 4.00483 -1.39736 1.60897 -0.064 0.066 0.071 0.2535
C -0.72144 0.75268 -0.72266 0.081 0.901 -0.921 -0.7463
C -0.61681 0.70133 0.70655 0.198 -0.038 1.371 0.3363
N -0.53139 0.77365 1.85518 -0.041 -0.246 -0.714 -0.3981
H -0.35026 -0.10688 -1.27466 -0.210 -0.198 0.272 0.2961
H -0.12912 1.61300 -1.04870 0.147 -0.069 -0.019 0.2522
H -1.73561 1.02748 -1.01292 -0.094 -0.515 -0.056 0.2610
C 0.72335 2.19626 -4.22635 -0.148 -0.227 0.063 -0.7207
C 1.71477 2.31592 -5.29202 0.426 0.042 -0.485 0.2783
N 2.48697 2.37519 -6.14649 -0.551 0.026 0.595 -0.3100
H 1.17953 1.78598 -3.32555 0.122 0.071 -0.039 0.2417
H -0.05901 1.49853 -4.52312 0.040 0.007 -0.062 0.2642
H 0.25421 3.14965 -3.98887 0.157 0.084 -0.088 0.2452
C -2.62202 1.12871 4.93088 1.388 -0.238 0.045 -0.7298
C -1.65019 0.90639 6.02460 -0.734 0.131 -0.096 0.2932
N -0.91115 0.76949 6.89270 0.130 -0.104 -0.113 -0.3589
H -2.02009 1.09311 4.01976 -0.210 0.101 -0.158 0.2679
H -3.02111 2.13528 5.00181 -0.328 -0.152 0.030 0.2805
H -3.34706 0.32144 4.87282 -0.223 0.209 0.249 0.2464
```
Forces are in eV/Å.

Properties
Charge   0
Multiplicity   1
Energy above the lowest of the compared OMol25 structures with the same formula, charge and spin   99.8 kJ/mol
HOMO energy   -11.60 eV
Gap between HOMO and LUMO   11.4 eV
LUMO energy   -0.0070 Ha